DFT (ωB97M-V/def2-TZVPD) results for the molecule C11H18O3Se in a non-equilibrium geometry.

Computed properties:
DFT total energy ... -3056.84853 a.u.
ΔE to the lowest compared entry with this formula, charge and spin ... 0.0 kcal/mol
E_HOMO (spin up / spin down) ... -6.92 / -8.59 eV
Total charge ... 0
Multiplicity ... 3

Last column: Mulliken spin population.
Element x y z (Å)
1 C 2.430 -0.334 0.634  -0.03
2 H 2.080 2.321 0.971  0.00
3 H -2.522 1.844 1.697  0.00
4 H 2.799 -1.839 -1.440  0.00
5 H -2.614 0.246 1.757  -0.01
6 C -0.417 0.974 1.751  0.02
7 H 4.462 -1.417 -0.658  0.00
8 H 2.339 -0.132 1.771  0.00
9 H -2.790 -2.584 -0.614  0.00
10 H -0.991 -0.557 -2.483  0.02
11 C 3.476 -2.102 -0.494  0.01
12 H -2.438 -1.648 -2.511  0.00
13 O -0.819 1.394 -0.595  0.02
14 H -0.209 1.764 2.308  0.00
15 C -2.950 -1.539 -0.048  -0.01
16 H 3.634 -3.076 -0.308  0.00
17 H 3.229 0.164 0.224  0.01
18 O -3.717 -1.448 0.887  0.13
19 C 1.145 2.266 0.301  0.00
20 C -1.975 0.992 1.442  0.02
21 O 2.731 -1.758 0.656  0.01
22 C -2.234 -0.423 -0.668  0.63
23 C -2.013 -0.626 -2.110  0.02
24 H 1.152 -0.120 -1.231  -0.03
25 C 0.248 1.099 0.311  -0.14
26 H -2.385 0.085 -2.761  0.02
27 H 1.455 2.433 -0.661  0.00
28 H 0.741 3.253 0.412  0.00
29 C -2.032 0.952 -0.068  -0.08
30 Se -0.051 -1.793 0.084  1.14
31 H -2.877 1.720 -0.575  0.05
32 C 1.100 -0.110 -0.077  0.19
33 H 0.013 0.001 2.094  0.01

***

DFT (ωB97M-V/def2-TZVPD) results for a structure of composition C11H19AgF6O5 in a non-equilibrium geometry.

Computed properties:
DFT total energy ... -1552.65713 a.u.
ΔE to the lowest compared entry with this formula, charge and spin ... 90.4 kcal/mol
E_HOMO ... -1.91 eV
Total charge ... -2

Last column: Löwdin charge in e.
Element x y z (Å)
1 O -5.239 0.740 2.272  -0.11
2 Ag 1.454 -0.214 -1.140  0.78
3 H -3.438 0.336 2.878  0.12
4 H 3.999 4.790 0.781  0.07
5 H -5.588 -1.229 2.860  0.11
6 H 6.811 3.818 1.111  0.10
7 C 6.132 1.434 -0.121  -0.42
8 C 4.919 4.612 1.338  -0.10
9 C -7.372 -0.155 2.824  -0.09
10 O -0.561 -3.290 -4.234  -0.34
11 O -3.447 1.377 1.127  -0.28
12 F -4.656 3.350 3.337  0.06
13 C -3.710 2.340 3.506  -0.55
14 C -1.779 -5.252 -4.898  -0.12
15 C -1.086 -4.526 -3.805  -0.71
16 H -7.828 -0.920 3.453  0.05
17 C 6.361 1.734 -1.709  -0.60
18 O 5.290 2.441 0.473  -0.10
19 H 6.169 4.218 -0.347  0.10
20 O 5.417 0.225 0.126  -0.29
21 H -1.846 -4.417 -3.031  0.10
22 C 5.867 3.720 0.575  -0.32
23 F 5.226 1.743 -2.420  0.11
24 F -3.789 1.887 4.729  0.14
25 H -0.411 -6.244 -2.880  0.05
26 F 7.070 2.830 -2.006  0.11
27 H -2.608 -4.724 -5.369  0.06
28 C 0.026 -5.295 -3.189  -0.13
29 C -5.833 -0.199 3.120  -0.28
30 H -1.111 -5.360 -5.752  0.07
31 H -2.104 -6.233 -4.551  0.06
32 H -7.607 -0.369 1.781  0.07
33 H 4.498 4.219 2.263  0.07
34 C -3.932 1.203 2.441  -0.50
35 H 5.302 5.608 1.558  0.06
36 H -7.703 0.790 3.255  0.06
37 F 7.023 0.763 -2.275  0.14
38 H 0.866 -5.504 -3.852  0.07
39 H -5.726 0.052 4.176  0.11
40 F -2.607 3.104 3.438  0.11
41 H 0.492 -4.868 -2.301  0.06
42 H 7.054 1.467 0.459  0.13

***

DFT (ωB97M-V/def2-TZVPD) results for a structure of composition C11H19BClCuFN3O5P in a non-equilibrium geometry.

Computed properties:
DFT total energy ... -3537.47608 a.u.
E_HOMO (spin up / spin down) ... -8.05 / -8.05 eV
Total charge ... 0
Multiplicity ... 2

Last column: Mulliken spin population.
Element x y z (Å)
1 N 1.732 -1.464 3.400  0.00
2 C 2.328 3.365 -1.517  0.00
3 F -0.142 2.326 -0.323  0.01
4 C 0.633 -1.187 4.401  0.00
5 O -3.732 2.109 -2.390  0.01
6 H 0.542 -3.277 2.720  0.00
7 H -0.959 -1.270 2.066  0.00
8 C -1.434 -0.869 -0.162  0.00
9 C 3.304 2.343 -1.007  0.00
10 N 0.096 0.255 4.502  0.00
11 H 0.807 0.942 4.164  0.00
12 H 4.325 2.694 -0.527  0.00
13 H 2.632 -1.676 3.884  0.00
14 O 0.489 0.451 -1.519  0.10
15 H -2.622 -2.268 -2.597  0.01
16 N 0.077 -2.089 5.279  0.00
17 C 0.921 -1.861 0.896  0.02
18 O -4.260 -0.205 -1.817  0.00
19 H 0.023 0.193 1.398  0.00
20 C -1.729 0.533 -2.609  0.02
21 C -3.301 0.829 -2.243  0.02
22 P -0.381 -1.961 -2.574  0.57
23 H 2.998 1.201 -1.148  0.00
24 C 1.019 2.953 -2.413  0.00
25 Cl 0.309 -1.524 -4.534  0.09
26 H -1.798 -1.987 -0.335  0.00
27 B 0.025 1.837 -1.726  -0.01
28 C -0.388 -0.867 1.101  -0.01
29 O -1.155 1.887 -2.644  0.03
30 C -0.788 -0.334 -1.584  0.11
31 C 1.349 -2.505 2.372  0.00
32 H 1.390 2.677 -3.498  0.00
33 H 0.363 3.941 -2.549  0.00
34 H 0.537 -2.773 0.257  -0.01
35 H -2.406 -0.267 0.169  0.01
36 Cu -3.578 3.115 -0.651  0.00
37 H 0.568 -2.994 5.106  0.00
38 H 2.332 -3.143 2.146  0.00
39 H -0.807 0.339 3.990  0.00
40 H -1.792 0.232 -3.742  0.01
41 H 1.832 -1.316 0.359  0.00
42 H 2.504 4.519 -1.322  0.00
43 O -1.863 -2.906 -2.779  0.01

***

DFT (ωB97M-V/def2-TZVPD) results for the ion C11H19BF4N3O2 with charge +1 in a non-equilibrium geometry.

Computed properties:
DFT total energy ... -1169.30404 a.u.
E_HOMO ... -12.31 eV
SMILES ... CN(C)B(O)[C@@H]1C[C@](C)(C(F)(F)F)[C@H](CCF)[N@H+]1N=C=O
Total charge ... +1

Last column: Löwdin charge in e.
Element x y z (Å)
1 C -1.740 -0.657 -0.108  -0.16
2 H 0.373 1.850 -1.175  0.16
3 C 0.625 -0.464 -0.796  -0.08
4 H 2.219 -2.548 -0.233  0.10
5 H 2.023 0.852 1.944  0.09
6 H 4.614 -1.047 -0.406  0.10
7 H 0.215 1.228 0.556  0.10
8 O 2.402 -1.921 0.499  0.11
9 H 2.423 2.314 0.912  0.10
10 F -1.835 2.527 1.047  0.10
11 C -1.810 0.773 -2.344  0.00
12 H -2.792 1.241 -2.663  0.11
13 H 3.758 1.552 1.865  0.10
14 B 2.086 -0.627 -0.064  -0.46
15 H -2.351 -1.197 -0.911  0.15
16 H 5.106 0.689 -0.512  0.11
17 C 4.472 -0.039 0.099  -0.09
18 C -2.619 -0.921 1.178  -0.08
19 N -0.416 -1.390 -0.236  -0.07
20 H 4.916 -0.125 1.134  0.10
21 F -0.726 0.077 2.529  -0.07
22 C -1.613 0.803 -0.740  -0.24
23 C 2.821 1.311 1.285  -0.06
24 O -0.160 -3.118 -2.984  0.28
25 H -2.681 0.809 2.685  0.13
26 H -2.651 -2.040 1.393  0.13
27 C -2.135 -0.169 2.484  -0.15
28 N 3.063 0.457 0.068  -0.11
29 H -2.411 -0.837 3.367  0.14
30 F -3.774 1.746 0.037  0.12
31 F -2.339 3.062 -1.049  0.09
32 C -0.008 1.004 -0.526  -0.05
33 C -0.425 -2.919 -1.872  -0.18
34 N -0.437 -2.749 -0.606  0.18
35 H -0.916 1.261 -2.854  0.11
36 H 0.798 -0.419 -1.914  0.17
37 H -0.113 -1.455 0.762  0.18
38 H -1.835 -0.292 -2.749  0.09
39 C -2.419 2.005 -0.118  -0.40
40 H -3.707 -0.624 1.015  0.14

***

DFT (ωB97M-V/def2-TZVPD) results for a structure of composition C11H19BaClN4S4.

Computed properties:
DFT total energy ... -2728.11002 a.u.
E_HOMO ... -6.50 eV
Total charge ... 0

Last column: Löwdin charge in e.
Element x y z (Å)
1 C -2.532 -3.655 -0.003  -0.03
2 H 2.380 1.119 2.648  0.13
3 H 0.737 2.772 -2.185  0.11
4 S 1.975 -3.022 0.454  -0.25
5 H -4.678 -3.587 -0.246  0.11
6 C -1.308 0.607 0.776  -0.21
7 H -1.611 -0.424 0.597  0.09
8 C 0.805 2.915 -1.101  -0.23
9 H -0.032 1.646 2.172  0.10
10 N -0.893 1.172 -0.519  -0.11
11 H -1.311 3.208 -0.960  0.12
12 Ba 1.411 -0.713 -1.416  1.38
13 H 2.700 2.112 -1.173  0.05
14 C -0.197 0.625 1.820  -0.20
15 C -1.329 -3.087 -0.400  -0.16
16 S 4.025 -3.112 -0.045  -0.17
17 H 1.013 3.984 -0.944  0.12
18 S 4.381 -0.136 -1.572  -0.31
19 C -3.719 -3.176 -0.529  -0.07
20 C -2.401 -1.631 -1.793  -0.20
21 H -0.390 -3.465 -0.013  0.00
22 H 3.108 0.317 1.266  0.03
23 H -0.553 0.074 2.697  0.13
24 N 1.062 0.089 1.317  -0.18
25 H -2.349 -0.824 -2.517  0.11
26 H 1.524 2.929 1.262  0.10
27 S 4.818 -1.257 0.154  -0.19
28 H -1.654 1.039 -1.172  0.09
29 H 1.240 -0.859 1.641  0.02
30 C -0.546 2.601 -0.468  -0.21
31 C -3.638 -2.145 -1.448  -0.65
32 Cl -5.063 -1.481 -2.174  0.69
33 H 3.211 2.680 0.891  0.13
34 C 2.223 2.221 0.808  -0.20
35 H -2.184 1.128 1.191  0.12
36 N 1.861 2.046 -0.607  -0.18
37 H -0.543 2.927 0.573  0.10
38 H -2.525 -4.466 0.711  0.12
39 C 2.244 0.906 1.579  -0.23
40 N -1.258 -2.076 -1.273  -0.04

***

DFT (ωB97M-V/def2-TZVPD) results for a structure of composition C11H19Br4LiMgN3O3S in a non-equilibrium geometry.

Computed properties:
DFT total energy ... -11721.60332 a.u.
ΔE to the lowest compared entry with this formula, charge and spin ... 110.9 kcal/mol
E_HOMO ... -8.48 eV
Total charge ... +1

Last column: Löwdin charge in e.
Element x y z (Å)
1 Br -0.628 2.876 4.009  0.57
2 H -2.220 -0.243 -1.745  0.15
3 H -0.093 0.699 -1.360  -0.05
4 O 5.670 -0.600 -5.323  -0.27
5 H -2.910 3.019 4.989  -0.03
6 H 0.123 -1.132 1.086  0.00
7 H 5.694 -1.794 -1.697  0.06
8 Li -5.457 -4.220 2.008  0.79
9 C 0.677 0.906 1.109  -0.31
10 H -1.919 -0.023 1.358  0.13
11 H 1.613 1.490 0.806  0.07
12 N -4.126 -2.526 1.439  0.02
13 H 0.411 -1.086 -1.588  0.13
14 C -3.124 2.266 0.790  -0.20
15 N 0.533 -0.425 0.456  -0.05
16 N -1.925 -3.577 -1.140  0.12
17 H 4.151 -2.299 -3.711  0.06
18 H -2.446 2.907 0.116  0.06
19 C -0.161 -0.363 -0.882  -0.27
20 H 5.283 -0.657 -0.389  0.05
21 C -3.451 -1.607 1.036  -0.27
22 Br -1.873 1.425 6.592  0.56
23 C 5.146 -0.884 -1.448  -0.25
24 H 5.727 -0.455 -6.265  -0.08
25 C -2.553 -0.370 0.473  -0.21
26 C -3.630 0.852 0.185  -0.08
27 Br -1.726 4.633 6.464  0.59
28 O -3.433 2.657 1.971  -0.03
29 O 2.702 0.183 -1.565  -0.58
30 C -1.907 -2.372 -1.218  -0.17
31 Br -0.002 2.347 -0.486  0.89
32 H -4.631 0.624 0.719  0.13
33 C -1.720 -0.800 -0.858  -0.19
34 C -1.924 2.992 5.450  -1.61
35 H 0.627 0.816 2.269  0.11
36 H 5.513 -0.049 -2.048  0.07
37 H -3.878 0.936 -0.931  0.13
38 H 4.019 -0.538 -4.001  0.03
39 C 3.549 -1.407 -3.533  -0.27
40 S 3.386 -1.137 -1.758  0.81
41 H 2.553 -1.553 -3.955  0.05
42 Mg -1.449 -3.236 1.769  0.52
43 H -0.253 1.615 0.827  -0.16

***

DFT (ωB97M-V/def2-TZVPD) results for the ion C11H19BrCl2N with charge +1.

Computed properties:
DFT total energy ... -3979.43089 a.u.
E_HOMO ... -13.12 eV
SMILES ... CC[C@@H](Br)[C@@H]1CCC[N@H+](/C(Cl)=C(\C)Cl)C1
Total charge ... +1

Last column: Löwdin charge in e.
Element x y z (Å)
1 H 2.007 1.534 -0.866  0.11
2 C -1.704 -1.995 0.066  -0.11
3 Cl -2.488 -1.348 -2.777  0.81
4 H 0.368 -1.249 -1.001  0.15
5 C -0.837 -2.274 1.307  -0.12
6 H 2.679 -0.076 -1.173  0.12
7 H 0.066 0.900 1.133  0.11
8 C -0.035 -0.328 -0.579  -0.06
9 H -0.432 -0.637 2.650  0.12
10 H -2.736 1.700 0.446  0.09
11 C 0.072 -1.131 1.821  -0.13
12 C -2.325 -0.175 -1.560  -0.71
13 C 2.041 0.177 0.820  -0.66
14 H -1.399 -2.612 -0.772  0.10
15 C -2.792 1.071 -1.628  -0.72
16 H 0.963 -1.591 2.244  0.11
17 C -2.588 2.108 -0.558  -0.07
18 Br 2.428 1.261 2.394  0.79
19 H 0.089 0.496 -1.273  0.13
20 H -2.766 -2.156 0.237  0.14
21 H -1.580 2.525 -0.605  0.10
22 C 4.066 1.300 -0.324  -0.13
23 Cl -3.648 1.584 -3.006  0.78
24 H 2.522 -0.777 1.037  0.10
25 C 0.518 -0.043 0.808  -0.36
26 N -1.523 -0.570 -0.396  -0.09
27 H -1.504 -2.543 2.124  0.12
28 H 4.689 0.667 0.306  0.08
29 H 4.517 1.360 -1.313  0.08
30 H 4.057 2.306 0.089  0.06
31 C 2.646 0.749 -0.455  -0.30
32 H -0.248 -3.163 1.097  0.12
33 H -1.815 0.019 0.386  0.15
34 H -3.308 2.911 -0.679  0.08

***

DFT (ωB97M-V/def2-TZVPD) results for a structure of composition C11H19ClN in a non-equilibrium geometry.

Computed properties:
DFT total energy ... -945.10366 a.u.
E_HOMO ... -12.89 eV
Total charge ... +1

Last column: Löwdin charge in e.
Element x y z (Å)
1 H 0.181 -0.949 4.213  0.09
2 C 2.589 1.243 0.602  -0.07
3 H -1.233 -0.716 3.265  0.14
4 C -1.056 0.690 -0.711  -0.25
5 C 0.750 2.537 -0.311  -0.09
6 N 0.190 0.815 2.867  -0.08
7 C 2.053 2.307 -0.153  -0.07
8 C 0.470 0.382 1.523  -0.19
9 H 0.431 -0.687 -1.070  0.10
10 C -0.395 -2.181 -3.208  -0.10
11 H -2.135 -0.705 -2.934  0.14
12 H 0.088 0.456 -2.304  0.11
13 H -0.286 -1.807 -4.307  0.12
14 H -0.222 -0.502 1.219  0.16
15 Cl -1.437 2.604 1.146  0.80
16 H -1.780 1.383 -1.276  0.15
17 H 3.693 1.291 0.793  0.14
18 H -1.677 0.212 0.027  0.09
19 C -1.287 -1.256 -2.360  -0.23
20 H 1.113 1.438 3.116  0.26
21 C 1.931 0.332 1.304  -0.08
22 H -0.758 -3.153 -3.163  0.04
23 H -0.909 0.291 4.688  0.12
24 C -0.376 -0.135 3.792  -0.04
25 H 2.687 3.039 -0.482  0.09
26 C -0.339 -0.253 -1.661  -0.22
27 C -0.304 1.656 0.211  -0.64
28 H 2.500 -0.231 1.995  0.11
29 H -1.739 -1.905 -1.580  0.11
30 H 0.640 3.487 -0.781  0.12
31 H 0.582 -2.010 -2.768  0.06
32 H -0.494 1.668 2.782  0.10

***

> Look up the DFT total energy of the seventh one.

-3979.43089 a.u.

***

What did the second record say?
DFT (ωB97M-V/def2-TZVPD) results for a structure of composition C11H19AgF6O5 in a non-equilibrium geometry.

Computed properties:
DFT total energy ... -1552.65713 a.u.
ΔE to the lowest compared entry with this formula, charge and spin ... 90.4 kcal/mol
E_HOMO ... -1.91 eV
Total charge ... -2

Last column: Löwdin charge in e.
Element x y z (Å)
1 O -5.239 0.740 2.272  -0.11
2 Ag 1.454 -0.214 -1.140  0.78
3 H -3.438 0.336 2.878  0.12
4 H 3.999 4.790 0.781  0.07
5 H -5.588 -1.229 2.860  0.11
6 H 6.811 3.818 1.111  0.10
7 C 6.132 1.434 -0.121  -0.42
8 C 4.919 4.612 1.338  -0.10
9 C -7.372 -0.155 2.824  -0.09
10 O -0.561 -3.290 -4.234  -0.34
11 O -3.447 1.377 1.127  -0.28
12 F -4.656 3.350 3.337  0.06
13 C -3.710 2.340 3.506  -0.55
14 C -1.779 -5.252 -4.898  -0.12
15 C -1.086 -4.526 -3.805  -0.71
16 H -7.828 -0.920 3.453  0.05
17 C 6.361 1.734 -1.709  -0.60
18 O 5.290 2.441 0.473  -0.10
19 H 6.169 4.218 -0.347  0.10
20 O 5.417 0.225 0.126  -0.29
21 H -1.846 -4.417 -3.031  0.10
22 C 5.867 3.720 0.575  -0.32
23 F 5.226 1.743 -2.420  0.11
24 F -3.789 1.887 4.729  0.14
25 H -0.411 -6.244 -2.880  0.05
26 F 7.070 2.830 -2.006  0.11
27 H -2.608 -4.724 -5.369  0.06
28 C 0.026 -5.295 -3.189  -0.13
29 C -5.833 -0.199 3.120  -0.28
30 H -1.111 -5.360 -5.752  0.07
31 H -2.104 -6.233 -4.551  0.06
32 H -7.607 -0.369 1.781  0.07
33 H 4.498 4.219 2.263  0.07
34 C -3.932 1.203 2.441  -0.50
35 H 5.302 5.608 1.558  0.06
36 H -7.703 0.790 3.255  0.06
37 F 7.023 0.763 -2.275  0.14
38 H 0.866 -5.504 -3.852  0.07
39 H -5.726 0.052 4.176  0.11
40 F -2.607 3.104 3.438  0.11
41 H 0.492 -4.868 -2.301  0.06
42 H 7.054 1.467 0.459  0.13

***

> What is the formula in the fifth record?

C11H19BaClN4S4